(1)
{"formula": "C4H8BeIN2O5S2", "method": "ωB97M-V/def2-TZVPD", "charge": 1, "fmax_ev_per_a": 3.6, "gap_ev": 3.66, "lumo_ev": -8.17, "energy_ha": -1751.2259, "elements": ["H", "H", "C", "O", "Be", "H", "O", "C", "S", "H", "N", "H", "C", "N", "H", "S", "I", "O", "C", "O", "H", "O", "H"], "positions_angstrom": [[3.061, 0.158, -0.075], [1.610, -0.651, -2.096], [2.040, -1.186, 1.098], [1.043, 1.673, -2.733], [-2.982, -1.401, 1.229], [1.795, -2.243, 0.964], [-2.022, 2.504, 0.977], [-1.913, -0.032, 0.581], [1.048, 1.477, -1.312], [1.170, -0.703, 1.550], [2.421, -0.620, -0.181], [-2.758, 0.195, 1.322], [1.368, -0.308, -1.091], [-0.524, 1.817, -0.848], [0.443, -0.814, -0.800], [-0.928, 1.659, 0.594], [-3.210, -2.711, -0.598], [2.025, 2.206, -0.560], [-2.541, -0.467, -0.730], [-2.778, 0.103, -1.681], [-1.281, -0.847, 0.998], [0.037, 1.346, 1.603], [2.877, -1.156, 1.788]], "forces_ev_per_a": [[-0.057, -0.003, -0.072], [-0.084, 0.273, -0.211], [-0.211, -0.486, -0.245], [-0.510, -0.169, 0.288], [0.205, -0.873, -0.751], [0.030, -0.084, -0.018], [-0.068, -0.797, -0.303], [-1.750, -2.507, 0.708], [1.090, 0.447, -1.733], [0.055, 0.258, 0.227], [0.084, 0.148, 0.243], [0.261, 1.064, -0.236], [0.253, -0.374, 0.285], [0.363, -0.539, -0.009], [-0.140, -0.022, 0.062], [0.578, 3.311, 1.185], [-0.418, -0.762, 0.719], [-0.554, -0.252, 0.574], [0.881, 1.500, 0.811], [-0.366, 0.193, -1.162], [0.575, 0.133, -0.167], [-0.229, -0.612, -0.270], [0.013, 0.154, 0.075]]}



(2)
{"formula": "C4H7N3", "method": "ωB97M-V/def2-TZVPD", "smiles": "[H]/N=C1\\CCN\\C1=N\\[H]", "fmax_ev_per_a": 0.4, "gap_ev": 9.80, "lumo_ev": 0.68, "energy_ha": -320.8773, "elements": ["C", "H", "C", "N", "H", "N", "N", "H", "H", "H", "C", "H", "C", "H"], "positions_angstrom": [[-0.357, -0.863, 0.780], [0.603, 1.835, 0.791], [1.090, 0.946, 0.363], [-1.793, -0.547, -1.163], [1.095, -0.302, 2.116], [-0.987, -1.709, 1.487], [0.830, -0.256, 1.143], [2.162, 1.143, 0.281], [-1.813, -2.018, 0.973], [0.116, 1.475, -1.555], [0.446, 0.602, -0.985], [-1.830, -0.034, -2.048], [-0.700, -0.294, -0.576], [1.140, 0.022, -1.606]], "forces_ev_per_a": [[-0.022, -0.065, 0.190], [0.113, -0.127, -0.023], [0.090, 0.130, -0.076], [0.390, 0.141, 0.106], [-0.035, 0.000, -0.104], [0.071, 0.197, -0.299], [-0.089, -0.057, 0.127], [-0.139, -0.047, 0.033], [0.075, 0.040, 0.034], [0.046, -0.124, 0.101], [-0.026, 0.061, -0.064], [-0.118, -0.132, 0.058], [-0.275, -0.099, -0.202], [-0.079, 0.080, 0.118]]}



(3)
{"formula": "C2H8O2P2S", "method": "ωB97M-V/def2-TZVPD", "smiles": "O=S(O)#[PH]P.C=C", "fmax_ev_per_a": 3.8, "gap_ev": 9.26, "lumo_ev": 0.38, "energy_ha": -1312.2453, "elements": ["C", "C", "O", "H", "S", "O", "H", "H", "P", "H", "H", "P", "H", "H", "H"], "positions_angstrom": [[1.627, -1.737, 1.644], [1.774, -1.906, 0.349], [-0.784, 0.500, -1.803], [-3.064, -0.010, -1.620], [-0.331, 0.218, -0.477], [0.361, 1.779, 0.024], [-1.525, 1.884, 1.273], [0.581, -1.629, 1.978], [-3.220, 1.301, -1.104], [2.673, -1.864, -0.275], [1.277, 1.627, -0.050], [-2.167, 0.674, 0.711], [0.993, -2.213, -0.311], [2.467, -1.699, 2.315], [-4.455, 1.174, -0.411]], "forces_ev_per_a": [[-0.858, 0.110, -0.096], [1.036, -0.649, -1.462], [-0.210, -0.450, -2.794], [-0.589, 0.052, 0.222], [0.386, 2.899, 2.451], [-2.097, -1.805, -0.051], [-0.844, -0.799, -0.740], [0.766, -0.490, 0.454], [0.107, 0.803, -0.227], [0.378, -0.188, 0.963], [2.187, -0.065, -0.127], [0.784, 0.112, 1.284], [-0.979, 0.357, 0.020], [-0.025, 0.524, 0.251], [-0.041, -0.413, -0.148]]}